Entry 1:
The following is a quantum chemistry calculation of a cluster of 3 separate species, C8H15N3O5 in total in a non-equilibrium geometry, from the Open Molecules 2025 dataset.

Geometry as ORCA input:
```
! RIJCOSX wB97M-V def2-TZVPD def2/J DEFGRID3
* xyz 0 1
O -0.262 -3.096 -1.220
O 0.003 3.305 2.796
O 0.838 1.373 -1.077
O 1.901 -3.741 -1.359
O 3.661 -1.718 -1.090
N -0.059 -0.729 -0.829
N -1.973 1.954 3.797
N -2.702 0.124 -1.166
C -1.077 2.491 2.781
C -1.354 1.439 1.636
C -0.146 0.695 -0.972
C 2.471 -1.027 -0.351
C -1.873 2.075 0.294
C -1.721 1.176 -0.973
C 0.915 -2.844 -1.256
C 1.182 -1.258 -1.180
H 2.937 -3.283 -1.557
H -2.269 2.468 4.786
H -2.186 0.941 2.081
H -2.979 -0.496 -0.316
H 2.755 0.041 -0.159
H -0.307 0.925 1.469
H 1.423 -0.951 -2.133
H 4.773 -0.098 -1.160
H -1.844 1.814 -1.798
H -0.652 -1.557 -0.902
H -2.822 -0.442 -2.072
H -1.090 2.974 0.379
H 2.242 -1.405 0.619
H -2.854 2.551 0.532
H -3.505 1.610 3.349
*
```

Energy relative to the best compared isomer or geometry (same formula, charge and spin)   1296.4 kJ/mol
Largest force on an atom   8.147 eV/Å
E   -853.8789 Eh

=====

Entry 2:
The following is a quantum chemistry calculation of the molecule C4H8O2, from the Open Molecules 2025 dataset.

Geometry as ORCA input:
```
! RIJCOSX wB97M-V def2-TZVPD def2/J DEFGRID3
* xyz 0 1
O -1.396 -0.665 -0.113
O 1.881 -1.174 0.228
C 2.428 -0.052 -0.507
C -2.438 0.265 -0.078
C 0.703 -1.322 0.760
C -0.263 -0.163 0.538
H 1.998 -0.025 -1.520
H -2.796 0.414 0.954
H 3.497 -0.269 -0.554
H 2.233 0.888 0.006
H -3.277 -0.083 -0.684
H -0.584 0.282 1.506
H 0.151 0.652 -0.074
H -2.136 1.253 -0.462
*
```

Energy relative to the best compared isomer or geometry (same formula, charge and spin)   463.9 kJ/mol
Largest force on an atom   0.809 eV/Å
E   -307.5357 Eh

=====

Entry 3:
The following is a quantum chemistry calculation of the molecule C2H6NO3P in a non-equilibrium geometry, from the Open Molecules 2025 dataset.

Geometry as ORCA input:
```
! RIJCOSX wB97M-V def2-TZVPD def2/J DEFGRID3
* xyz 0 1
P 0.944 -0.375 -0.406
O -1.267 0.995 0.054
O 0.198 -0.331 -1.878
O 1.654 -1.506 0.207
N -0.835 -0.117 -0.059
C 1.548 1.302 -0.008
C -1.665 -1.216 -0.145
H 1.783 1.184 1.017
H -1.677 -1.693 0.806
H 2.437 1.298 -0.623
H 0.883 2.129 -0.270
H -2.729 -0.923 -0.309
H -1.208 -2.027 -0.628
*
```

Energy relative to the best compared isomer or geometry (same formula, charge and spin)   374.9 kJ/mol
Largest force on an atom   5.576 eV/Å
E   -701.5571 Eh

=====

Entry 4:
The following is a quantum chemistry calculation of the molecule C4H6N2 in a non-equilibrium geometry, from the Open Molecules 2025 dataset.

Geometry as ORCA input:
```
! RIJCOSX wB97M-V def2-TZVPD def2/J DEFGRID3
* xyz 0 1
N 3.097 -1.115 -0.055
N -0.426 -0.434 -0.308
C 2.502 -0.140 0.018
C -1.870 -0.549 0.071
C 1.547 0.934 -0.028
C 0.203 0.703 -0.103
H -0.469 1.592 -0.177
H -2.494 -1.047 -0.705
H 2.013 1.888 0.122
H -2.255 0.486 0.145
H -1.998 -1.016 1.039
H 0.151 -1.302 -0.018
*
```

Energy relative to the best compared isomer or geometry (same formula, charge and spin)   127.1 kJ/mol
Largest force on an atom   4.432 eV/Å
SMILES   CN/C=C\C#N
E   -265.4872 Eh

=====

Entry 5:
The following is a quantum chemistry calculation of a cluster of 3 separate species, C21H48N2O2PS in total, from the Open Molecules 2025 dataset.

Geometry as ORCA input:
```
! RIJCOSX wB97M-V def2-TZVPD def2/J DEFGRID3
* xyz -1 3
S -3.525 -2.442 -2.315
P 0.616 -3.764 -3.481
O 0.638 2.890 -0.366
O -0.987 -1.205 0.571
N 1.893 2.962 -0.607
N -1.940 -1.066 1.415
C 3.593 1.485 1.182
C -2.760 -3.902 -3.094
C -1.734 1.220 2.228
C 2.498 1.678 -1.108
C 2.648 3.756 0.428
C 1.525 0.998 -2.059
C 2.971 2.815 1.601
C -2.995 -2.156 3.417
C -0.916 -0.710 3.621
C -4.040 0.249 1.870
C -1.685 -1.712 2.745
C -2.613 0.746 -0.073
C 3.919 4.400 -0.149
C -0.828 -2.950 2.497
C -1.516 0.696 3.646
C -2.592 0.283 1.375
C -2.123 -3.610 -4.449
C 2.753 0.791 0.115
C 3.789 1.926 -1.893
C -0.828 -2.826 -4.319
C 1.733 4.878 0.914
H 2.040 2.617 2.142
H 0.142 -3.322 -2.126
H -1.927 -4.562 -4.958
H -3.161 0.035 -0.691
H 0.605 0.695 -1.566
H 0.838 4.489 1.390
H 4.094 0.978 -2.337
H -2.205 2.207 2.242
H -0.673 -3.458 3.452
H 1.784 0.505 0.535
H 0.135 -2.694 2.067
H -1.009 -1.901 -3.755
H -4.142 0.041 2.931
H -1.328 -3.633 1.809
H 1.424 -2.504 -3.602
H 3.633 3.351 2.288
H -0.830 1.361 4.176
H 4.617 1.636 0.828
H -0.762 1.343 1.738
H 4.814 3.809 0.037
H 1.269 1.649 -2.897
H 1.762 -4.449 -2.852
H -4.612 -0.494 1.313
H 4.072 5.374 0.317
H -0.183 -5.021 -3.358
H -2.385 -1.894 -1.869
H -3.770 -2.346 2.676
H 0.109 -0.648 3.242
H 3.829 4.557 -1.223
H -3.566 -4.635 -3.174
H -1.612 0.859 -0.479
H 1.428 5.515 0.082
H -2.019 -4.294 -2.402
H -2.822 -3.086 3.959
H -0.457 -2.542 -5.311
H -2.857 -3.066 -5.059
H 1.999 0.097 -2.450
H 3.669 0.839 2.059
H -0.858 -1.122 4.634
H -4.484 1.229 1.684
H -3.372 -1.427 4.133
H -3.115 1.714 -0.134
H -2.452 0.709 4.212
H 3.613 2.635 -2.704
H 3.233 -0.130 -0.224
H 4.618 2.286 -1.292
H 1.092 -4.219 -4.829
H 2.287 5.484 1.634
*
```

Largest force on an atom   0.547 eV/Å
E   -1828.2501 Eh

=====

Entry 6:
The following is a quantum chemistry calculation of a cluster of 2 separate species, C2H4NP in total in a non-equilibrium geometry, from the Open Molecules 2025 dataset.

Geometry as ORCA input:
```
! RIJCOSX wB97M-V def2-TZVPD def2/J DEFGRID3
* xyz 0 1
P 2.722 0.583 0.124
N 1.319 -1.637 -0.265
C 0.263 -1.186 -0.291
C -0.963 -0.511 -0.427
H -1.411 -0.731 -1.469
H 2.804 0.387 1.569
H -0.701 0.531 -0.293
H -1.567 -0.852 0.353
*
```

Energy relative to the best compared isomer or geometry (same formula, charge and spin)   238.6 kJ/mol
Largest force on an atom   2.549 eV/Å
E   -474.5828 Eh

=====

Entry 7:
The following is a quantum chemistry calculation of the molecule C4H5NO, from the Open Molecules 2025 dataset.

Geometry as ORCA input:
```
! RIJCOSX wB97M-V def2-TZVPD def2/J DEFGRID3
* xyz 0 1
O 1.463 -1.183 0.669
N 2.612 0.464 -0.364
C 1.688 0.121 0.526
C -2.422 -0.025 0.318
C 0.204 -0.377 0.620
C -1.011 -0.381 0.460
H 2.787 1.432 -0.575
H -3.056 -0.625 0.980
H -2.760 -0.210 -0.707
H -2.605 1.033 0.546
H 3.120 -0.254 -0.873
*
```

Energy relative to the best compared isomer or geometry (same formula, charge and spin)   527.4 kJ/mol
Largest force on an atom   0.862 eV/Å
E   -285.2137 Eh

=====

Entry 8:
The following is a quantum chemistry calculation of a structure of composition C2H2CdFO2 in a non-equilibrium geometry, from the Open Molecules 2025 dataset.

Geometry as ORCA input:
```
! RIJCOSX wB97M-V def2-TZVPD def2/J DEFGRID3
* xyz 1 1
Cd -1.116 -1.673 0.712
F -1.898 -3.039 1.540
O -0.352 -0.042 0.008
O 0.087 0.907 -2.312
C 0.230 0.815 -1.170
C 0.773 0.868 0.186
H 0.529 1.787 0.734
H 1.748 0.377 0.302
*
```

Energy relative to the best compared isomer or geometry (same formula, charge and spin)   21.1 kJ/mol
Largest force on an atom   4.059 eV/Å
E   -495.1155 Eh

=====

Entry 9:
The following is a quantum chemistry calculation of a cluster of 2 separate species, C5H11O2 in total, from the Open Molecules 2025 dataset.

Geometry as ORCA input:
```
! RIJCOSX wB97M-V def2-TZVPD def2/J DEFGRID3
* xyz -1 1
O -0.200 0.414 2.280
O 1.780 -0.637 2.514
C -1.312 -0.949 -1.068
C -1.590 0.541 -0.880
C 1.677 1.321 1.122
C 1.027 0.262 2.074
C 0.163 -1.310 -1.006
H -0.785 1.131 -1.324
H 1.380 2.298 1.477
H 0.254 -2.392 -0.917
H 0.581 -0.886 -0.095
H -1.686 -1.256 -2.052
H 1.217 1.183 0.137
H -1.568 0.786 0.178
H 2.757 1.204 1.056
H 0.698 -0.953 -1.881
H -1.833 -1.515 -0.302
H -2.560 0.759 -1.315
*
```

Energy relative to the best compared isomer or geometry (same formula, charge and spin)   12.1 kJ/mol
Largest force on an atom   0.789 eV/Å
E   -347.6450 Eh

=====

Which of these has the highest E? C4H6N2

=====

Which formula does entry 2 have? C4H8O2

=====

Among the records above, which one has the lowest largest force on an atom? C21H48N2O2PS

=====

Among the records above, which one has the lowest E? C21H48N2O2PS